{
  "formula": "C43H45AsCl2HfN5O6S2Se",
  "method": "wB97M-V/def2-TZVPD",
  "charge": -1,
  "lumo_energy_ev": 2.4,
  "de_lowest_ev": 0.202,
  "homo_ev": -4.272,
  "species": ["Hf", "O", "C", "O", "C", "C", "C", "C", "C", "C", "S", "H", "H", "H", "H", "O", "N", "N", "O", "C", "C", "C", "C", "C", "C", "H", "H", "H", "H", "H", "C", "C", "C", "C", "C", "C", "Se", "C", "C", "C", "H", "H", "H", "H", "H", "H", "H", "H", "H", "H", "H", "Cl", "C", "C", "C", "C", "C", "Cl", "C", "N", "C", "C", "C", "C", "C", "C", "C", "C", "O", "O", "H", "H", "H", "H", "H", "H", "H", "H", "H", "H", "C", "C", "N", "C", "C", "N", "H", "H", "H", "H", "H", "H", "C", "As", "C", "C", "S", "H", "H", "H", "H", "H", "H", "H", "H", "H"],
  "xyz": [[-0.413, 0.257, 0.380], [-2.673, 2.072, -2.539], [-2.217, 1.002, -2.177], [-1.249, 0.898, -1.315], [-2.697, -0.284, -2.779], [-3.422, -0.182, -3.966], [-3.826, -1.301, -4.669], [-3.516, -2.559, -4.160], [-2.834, -2.678, -2.964], [-2.399, -1.551, -2.243], [-1.544, -1.859, -0.747], [-3.646, 0.817, -4.323], [-4.364, -1.202, -5.604], [-3.804, -3.455, -4.700], [-2.612, -3.659, -2.556], [0.292, -1.574, 1.181], [0.994, -1.520, 2.246], [1.007, -0.380, 2.794], [0.326, 0.644, 2.319], [1.913, -0.185, 3.889], [1.802, 0.983, 4.621], [2.689, 1.222, 5.660], [3.683, 0.304, 5.959], [3.783, -0.869, 5.217], [2.904, -1.121, 4.179], [1.018, 1.686, 4.370], [2.606, 2.133, 6.239], [4.383, 0.498, 6.762], [4.562, -1.587, 5.443], [2.979, -2.015, 3.580], [-5.348, 2.244, 6.596], [-4.622, 2.045, 5.289], [-3.378, 2.609, 5.057], [-2.728, 2.476, 3.830], [-1.393, 3.152, 3.632], [-3.339, 1.748, 2.802], [-2.553, 1.670, 1.047], [-4.591, 1.154, 3.025], [-5.284, 0.349, 1.959], [-5.206, 1.313, 4.262], [-4.688, 2.669, 7.354], [-5.744, 1.299, 6.975], [-6.192, 2.925, 6.464], [-2.895, 3.176, 5.850], [-0.930, 3.377, 4.598], [-1.523, 4.090, 3.083], [-0.727, 2.524, 3.044], [-4.795, -0.622, 1.858], [-5.207, 0.843, 0.991], [-6.336, 0.195, 2.210], [-6.178, 0.855, 4.430], [2.522, -4.472, -5.109], [1.397, -3.209, -5.528], [0.903, -3.247, -6.824], [0.172, -2.191, -7.329], [0.012, -1.057, -6.548], [0.494, -1.031, -5.258], [0.343, 0.439, -4.357], [1.122, -2.140, -4.649], [1.521, -2.034, -3.332], [1.620, -3.029, -2.333], [0.899, -4.217, -2.371], [1.049, -5.169, -1.378], [1.917, -4.944, -0.319], [2.600, -3.739, -0.253], [2.459, -2.773, -1.241], [3.165, -1.445, -1.095], [2.244, -0.434, -0.410], [2.542, 0.000, 0.703], [1.163, -0.083, -1.023], [1.136, -4.103, -7.443], [-0.236, -2.231, -8.330], [-0.491, -0.181, -6.936], [1.348, -1.121, -2.925], [0.176, -4.374, -3.161], [0.483, -6.092, -1.434], [2.052, -5.691, 0.455], [3.251, -3.530, 0.590], [3.464, -1.079, -2.080], [4.035, -1.536, -0.452], [2.563, 2.850, 1.752], [1.482, 3.302, 0.834], [0.572, 2.573, 0.215], [-0.203, 3.467, -0.525], [0.260, 4.724, -0.350], [1.330, 4.607, 0.518], [2.720, 1.784, 1.632], [2.293, 3.048, 2.793], [3.495, 3.376, 1.531], [-1.029, 3.143, -1.132], [-0.082, 5.668, -0.740], [1.897, 5.354, 0.868], [-1.581, -4.495, 2.098], [-2.952, -3.135, 2.211], [-4.140, -3.538, 0.729], [-4.081, -3.733, 3.688], [-2.211, -1.301, 2.869], [-2.014, -5.464, 1.839], [-1.069, -4.553, 3.055], [-0.875, -4.183, 1.328], [-4.855, -4.285, 1.075], [-3.547, -3.922, -0.095], [-4.648, -2.636, 0.391], [-4.358, -4.786, 3.609], [-4.972, -3.108, 3.697], [-3.531, -3.558, 4.609]]
}